1.
A cluster of 2 separate species, CH9N2 in total, computed with ωB97M-V/def2-TZVPD.

The value obtained for the largest force on an atom is 2.4 eV/Å. As for the spin multiplicity: 1. The energy relative to the best compared isomer or geometry (same formula, charge and spin) comes out at 0.584 eV. Its total charge is +1.

CARTESIAN COORDINATES (ANGSTROEM)
1 H 1.42436 -1.69360 -1.02487
2 N -0.53649 0.33154 0.51919
3 H 1.03597 1.81463 0.65981
4 H 0.37099 -2.68751 -0.24180
5 H -1.56107 0.35971 0.52839
6 H -0.42621 2.53130 0.98062
7 H -0.22541 -0.10365 1.40683
8 C -0.00682 1.70241 0.33633
9 N 0.45281 -1.78165 -0.71414
10 H -0.02380 -1.97838 -1.63435
11 H -0.15748 -0.54124 -0.18005
12 H -0.34687 2.04642 -0.63596



2.
The ion C6H12N3 with charge +1, computed with ωB97M-V/def2-TZVPD.

The value obtained for the largest force on an atom is 4.8 eV/Å. As for the spin multiplicity: 1. The energy relative to the best compared isomer or geometry (same formula, charge and spin) comes out at 1.883 eV. As for the structure (SMILES): CNc1c[n+](C)cn1C. Its total charge is +1.

CARTESIAN COORDINATES (ANGSTROEM)
1 H 1.04112 -2.42761 0.03169
2 C 0.60251 1.05779 0.06930
3 H 3.02761 -0.24283 -0.03248
4 C -1.05158 2.86412 0.48015
5 H -2.65724 -1.69052 -0.32728
6 H 3.06178 -1.48547 -1.39457
7 H -1.44506 -2.44575 0.58997
8 N 1.32803 -1.45839 -0.10063
9 C 0.47472 -0.42588 -0.18159
10 H -2.55257 0.84989 0.10376
11 C 2.79434 -1.27816 -0.33064
12 N -0.89957 -0.63309 -0.23058
13 H -0.24312 3.54018 1.07699
14 H -1.19366 3.43444 -0.47192
15 C -1.50059 0.57512 0.03248
16 H -1.90852 2.98678 1.09198
17 H 1.43494 1.48451 0.59020
18 N -0.67004 1.51031 0.18640
19 C -1.66500 -1.86831 -0.34621
20 H 3.33582 -1.93889 0.37293
21 H -1.31391 -2.40824 -1.20996